Record 1
Computed, not measured: a molecular structure, C6CrF18N3O12S6 in a non-equilibrium geometry, with wB97M-V/def2-TZVPD.

Summary:
<S²> = 3.7762
Spin multiplicity = 4
Maximum force = 3.979 eV Å⁻¹
HOMO-LUMO gap (spin up / spin down) = 9.865 / 10.930 eV
LUMO energy (spin up / spin down) = -2.11 / -1.26 eV

Each line ends with the Mulliken charge.
Geometry (Å):
F  -0.471  -3.264  -1.255  -0.224
O  0.078  2.713  3.671  -0.605
F  0.791  5.161  1.733  -0.165
F  1.630  -3.546  -0.944  -0.253
O  1.404  -2.988  2.060  -0.672
F  3.375  -1.589  -1.462  -0.173
F  -2.721  1.735  3.161  -0.205
F  -1.674  -0.381  -4.744  -0.206
N  1.273  -1.144  0.521  -0.157
F  -4.746  -1.325  -0.843  -0.209
C  -1.853  0.860  3.490  0.716
F  1.588  4.524  -0.207  -0.211
S  -0.143  3.011  0.577  1.214
O  -0.774  -2.160  1.446  -0.521
C  -0.643  -0.859  -4.056  0.495
F  4.465  -2.402  0.370  -0.204
C  -3.414  -1.320  -1.032  0.691
F  4.972  -0.497  -0.484  -0.191
C  0.447  -3.592  -0.357  0.684
F  -1.920  0.620  4.765  -0.207
S  2.704  -0.612  0.975  1.060
C  1.263  4.170  1.036  0.518
O  0.232  2.493  -0.819  -0.562
F  -2.796  -1.804  0.025  -0.149
S  0.538  -2.466  1.101  0.917
O  -3.215  1.116  -2.304  -0.599
F  -2.175  -0.253  2.815  -0.173
O  -1.298  3.801  0.766  -0.596
N  0.001  1.629  1.391  -0.257
Cr  0.595  0.552  -0.266  1.072
O  1.045  0.177  -2.258  -0.297
F  0.411  -0.842  -4.867  -0.204
O  -2.918  0.958  0.147  -0.517
S  -0.346  0.431  -2.749  0.916
O  -0.579  1.619  -3.447  -0.498
S  -2.806  0.433  -1.149  0.800
S  -0.084  1.424  3.116  0.840
O  3.136  -0.835  2.275  -0.500
F  -0.831  -2.086  -3.611  -0.136
F  -3.111  -2.021  -2.125  -0.212
O  2.548  0.778  0.422  -0.594
F  0.153  -4.791  -0.099  -0.207
C  3.979  -1.329  -0.238  0.652
F  2.340  3.636  1.587  -0.184
O  0.694  0.242  3.297  -0.545
N  -1.145  0.023  -1.434  -0.141

=====

Record 2
Computed, not measured: 2 unconnected molecules or ions with the total composition C4H5FN2S in a non-equilibrium geometry, with wB97M-V/def2-TZVPD.

Summary:
Spin multiplicity = 1
Maximum force = 3.039 eV Å⁻¹
HOMO-LUMO gap = 9.341 eV
LUMO energy = 0.82 eV

Each line ends with the Mulliken charge.
Geometry (Å):
C  0.849  0.896  -0.188  -0.225
C  -1.344  0.785  -0.875  -0.301
F  1.068  -1.398  0.346  -0.259
H  -1.193  0.205  -1.839  0.227
H  -0.030  -1.313  4.849  0.304
H  1.183  1.882  -0.586  0.323
H  -2.315  1.099  -0.609  0.282
N  -0.519  1.069  -0.014  -0.266
H  2.635  -0.200  -0.052  0.287
S  0.810  1.741  2.891  -0.371
C  0.472  0.450  3.681  0.377
N  0.221  -0.558  4.254  -0.289
C  1.584  -0.140  0.244  -0.088

=====

Record 3
Computed, not measured: 3 unconnected molecules or ions with the total composition C3H7NO2 in a non-equilibrium geometry, with wB97M-V/def2-TZVPD.

Summary:
Spin multiplicity = 1
Maximum force = 2.616 eV Å⁻¹
HOMO-LUMO gap = 9.078 eV
LUMO energy = 0.76 eV

Each line ends with the Mulliken charge.
Geometry (Å):
C  0.257  -1.728  -0.656  -0.558
H  0.499  1.304  -0.450  0.185
C  -1.673  0.793  0.948  -0.439
H  0.013  -0.466  0.833  0.195
N  1.609  0.894  -0.608  0.084
H  -2.408  0.109  1.281  0.443
H  -0.340  -2.541  -0.230  0.285
H  1.114  -2.147  -1.178  0.239
H  -0.362  -1.170  -1.365  0.290
C  -1.067  1.725  0.459  -0.381
H  -0.773  2.748  0.426  0.390
O  2.367  1.374  0.172  -0.300
O  0.764  -0.895  0.369  -0.433

=====

Record 4
Computed, not measured: 13 unconnected molecules or ions with the total composition C34H86O22 in a non-equilibrium geometry, with wB97M-V/def2-TZVPD.

Summary:
Spin multiplicity = 1
Maximum force = 3.138 eV Å⁻¹
HOMO-LUMO gap = 9.550 eV
LUMO energy = 0.01 eV

Each line ends with the Mulliken charge.
Geometry (Å):
C  -9.856  -0.821  -0.240  -0.405
H  -4.397  7.414  -1.758  0.280
C  -4.455  3.217  4.836  -0.417
H  3.311  7.903  5.433  0.293
H  4.721  -6.674  1.757  0.299
C  -2.288  -1.658  -7.492  -0.626
H  3.079  -6.625  -1.455  0.260
H  4.841  -8.712  -4.691  0.295
H  4.866  -4.002  -4.592  0.258
H  -4.837  6.324  -4.241  0.289
H  -2.832  1.857  4.661  0.229
O  2.195  -5.966  6.059  -0.514
H  2.024  6.151  3.255  0.203
H  -2.781  -0.590  -5.685  0.284
H  -3.942  4.851  -4.502  0.264
H  6.459  4.042  2.347  0.342
H  -3.972  4.157  4.567  0.271
H  -0.194  -1.966  -8.421  0.305
C  -4.100  -5.505  0.982  -0.320
H  -11.334  0.191  -1.284  0.326
O  3.564  7.052  5.069  -0.494
H  -1.988  7.517  -2.077  0.262
H  -5.142  -4.524  2.181  0.310
C  0.968  -6.114  6.680  -0.466
H  2.747  5.183  5.534  0.271
H  -10.331  -1.755  0.061  0.284
C  -2.441  6.541  -2.251  -0.478
H  -3.115  -5.346  0.545  0.278
C  4.304  -6.283  0.828  -0.306
H  -0.339  -1.142  -1.304  0.340
O  4.972  3.693  -4.184  -0.516
H  -0.134  7.307  4.660  0.305
H  4.985  -5.802  -0.982  0.268
H  -1.712  1.296  -0.775  0.276
H  4.059  1.519  -6.597  0.362
H  2.193  -5.101  5.643  0.330
O  -5.468  3.424  5.791  -0.530
H  -1.103  -6.036  6.070  0.324
O  -0.743  -0.101  -7.955  -0.442
H  -10.679  -1.105  -2.236  0.254
C  -5.116  -5.564  -0.212  -0.354
H  3.463  -1.336  7.426  0.262
H  1.084  -0.879  0.790  0.288
H  -0.340  -1.652  -6.662  0.226
H  -1.722  5.815  -1.870  0.264
C  3.192  -7.340  0.338  -0.345
H  3.936  -5.278  1.035  0.234
C  4.666  -5.723  -5.645  -0.385
H  -2.790  -1.879  -8.435  0.278
H  0.776  -7.121  7.050  0.314
O  2.166  -0.063  6.509  -0.505
H  -2.317  1.321  -7.975  0.316
H  -4.889  -4.727  -0.873  0.232
C  -3.866  6.465  -1.680  -0.395
H  3.597  -5.748  -5.859  0.259
H  -3.871  6.102  -0.653  0.287
O  -0.021  -4.380  5.358  -0.500
O  -4.389  5.430  -2.500  -0.397
H  2.074  6.555  6.314  0.286
H  7.351  5.536  3.973  0.267
C  4.706  1.868  -5.792  -0.519
O  -8.516  -1.021  -0.563  -0.388
C  2.471  6.222  5.354  -0.368
H  5.349  -1.228  4.607  0.277
H  8.905  3.672  2.523  0.306
C  -0.970  0.728  -0.214  -0.337
C  -3.451  2.225  5.480  -0.217
C  4.068  3.108  -5.087  -0.276
C  -10.404  -0.319  -1.533  -0.521
C  -8.053  -0.080  -1.552  -0.334
H  4.541  0.770  5.569  0.232
C  8.436  4.645  2.665  -0.200
H  7.355  4.145  0.777  0.356
H  1.917  1.233  1.158  0.305
H  3.679  -8.213  -0.096  0.248
H  4.667  4.513  -3.789  0.291
O  -6.403  -5.444  0.289  -0.529
O  -2.604  2.829  6.392  -0.527
C  1.434  6.242  4.167  -0.264
H  -9.932  -0.079  0.554  0.281
H  -9.486  1.566  -1.741  0.247
H  5.591  2.232  -6.313  0.279
H  -1.450  0.079  0.519  0.226
C  -2.714  6.437  -3.711  -0.479
H  -1.888  6.012  -4.282  0.339
C  -0.007  -0.140  -1.032  -0.540
H  -0.624  -4.166  4.642  0.273
H  9.078  5.458  2.326  0.231
O  4.422  -7.848  -4.671  -0.508
O  -0.086  1.580  0.560  -0.377
H  0.734  5.406  4.149  0.298
H  -0.012  -6.345  4.745  0.262
O  2.450  -6.757  -0.742  -0.492
H  6.012  6.145  2.351  0.307
C  4.643  -0.175  6.102  -0.298
O  0.695  7.441  4.196  -0.528
C  -4.048  5.698  -3.824  -0.457
H  0.332  0.376  -1.930  0.220
H  -1.469  1.139  -6.367  0.234
H  5.753  1.192  -4.351  0.312
H  5.193  -5.225  -6.459  0.354
H  2.166  -0.511  -0.568  0.320
O  6.509  5.868  1.577  -0.532
O  8.036  4.864  3.988  -0.484
C  7.174  4.606  1.748  -0.593
O  -4.265  -4.426  1.803  -0.511
H  -4.103  -6.427  1.564  0.276
H  1.615  1.888  -0.460  0.265
H  -7.651  -0.709  -2.346  0.271
C  -1.819  0.650  -7.276  -0.372
H  -7.358  0.674  -1.181  0.249
H  -2.941  7.429  -4.104  0.222
C  -9.291  0.548  -2.079  -0.596
H  3.645  3.858  -5.756  0.354
C  -0.131  -5.763  5.659  -0.300
H  5.583  -7.498  -6.361  0.345
C  1.217  -0.256  -0.095  -0.551
H  -3.778  -0.172  -7.100  0.255
H  -5.181  3.995  6.508  0.307
H  0.957  -5.549  7.612  0.278
H  3.471  0.298  7.953  0.356
O  4.770  -4.939  -4.407  -0.498
H  2.037  -0.688  5.791  0.300
O  4.586  -1.250  5.189  -0.496
H  5.615  -0.114  6.591  0.351
C  -2.770  -0.411  -6.760  -0.456
H  -3.881  1.279  5.808  0.285
H  -5.012  -6.476  -0.799  0.306
H  -1.768  2.357  6.376  0.312
H  -9.227  0.669  -3.160  0.331
O  5.031  0.818  -4.862  -0.496
C  -0.766  -1.456  -7.646  -0.336
C  1.254  1.189  0.294  -0.437
C  5.295  -7.056  -5.408  -0.389
H  -2.563  -2.539  -6.911  0.334
O  5.348  -6.153  -0.165  -0.512
H  -4.942  2.818  3.947  0.289
H  -6.681  -4.529  0.373  0.312
H  2.610  -7.611  1.219  0.339
H  3.182  2.728  -4.580  0.211
H  6.172  -6.958  -4.768  0.277
C  3.452  -0.312  7.050  -0.479